(1)
This record from the Open Molecules 2025 dataset describes a molecular structure, C43H36N9O6RbS5. The level of theory is ωB97M-V/def2-TZVPD.

Each line ends with the Mulliken charge.
Cartesian coordinates (Å):
Rb (2.59, 1.25, -0.25)  0.742
S (8.17, -1.47, 7.54)  -0.360
S (7.69, 0.54, 5.40)  -0.121
S (6.24, -1.89, 5.30)  -0.088
S (4.75, -1.33, 2.80)  -0.163
S (6.52, 1.69, 2.91)  -0.106
O (0.93, 7.63, -3.37)  -0.672
O (1.73, 5.82, 0.55)  -0.890
O (-10.62, -0.90, 3.74)  -0.472
O (1.20, 7.57, -1.16)  -0.587
O (3.21, -2.71, -2.22)  -0.638
O (2.27, 3.64, 0.67)  -0.562
N (4.26, -0.15, -2.66)  0.015
N (2.15, 3.68, -3.36)  0.252
N (2.15, -0.97, -3.46)  -1.091
N (2.05, -1.94, -2.44)  1.916
N (-0.33, 0.38, -1.03)  0.586
N (2.25, 3.45, -2.04)  -0.058
N (-4.95, -0.13, 0.62)  -0.088
N (-4.30, -0.75, 2.65)  -0.828
N (0.46, -0.37, 1.46)  0.197
C (1.21, 7.01, -2.35)  0.444
C (-1.36, -4.38, -2.95)  -0.661
C (6.62, 0.35, 4.03)  -0.184
C (-0.21, -2.28, -3.26)  -0.302
C (5.27, 0.69, -2.93)  -0.426
C (-3.57, -0.13, 0.60)  0.182
C (-0.20, -4.89, -2.39)  -0.641
C (-1.35, -1.03, 3.47)  -0.628
C (3.18, 0.74, -4.65)  -0.747
C (-1.34, -3.06, -3.39)  -0.529
C (4.82, 2.22, 3.19)  -0.392
C (-0.68, 0.74, -2.24)  -0.558
C (-9.38, -0.78, 3.21)  1.054
C (4.90, -3.45, -0.76)  -1.783
C (3.70, -2.53, -0.86)  1.481
C (3.20, -0.19, -3.53)  -0.034
C (-1.81, -0.63, 2.21)  0.381
C (7.41, -0.97, 6.15)  0.072
C (1.77, 4.93, -3.64)  -0.821
C (0.94, -4.12, -2.24)  -0.495
C (0.88, -0.75, 2.65)  -0.128
C (1.62, 5.58, -2.43)  0.374
C (-1.28, 0.10, -0.12)  -0.258
C (1.93, 4.60, -1.46)  -0.089
C (-11.71, -0.53, 2.92)  -0.840
C (4.25, 1.56, -4.88)  -0.043
C (-6.74, -0.60, 2.31)  0.258
C (0.95, -2.78, -2.65)  -0.156
C (-5.33, -0.50, 1.88)  0.262
C (-7.79, -0.26, 1.48)  -0.807
C (-2.65, 0.19, -0.44)  0.305
C (2.65, -2.85, 0.18)  -1.067
C (-0.86, -0.31, 1.23)  -0.127
C (-2.02, 0.86, -2.65)  -1.077
C (1.98, 4.68, 0.06)  0.535
C (5.35, 1.55, -4.01)  -0.745
C (-9.11, -0.35, 1.91)  -0.578
C (-8.32, -1.12, 4.05)  -0.660
C (-3.20, -0.52, 1.86)  0.861
C (-3.01, 0.58, -1.74)  -0.591
C (-7.02, -1.03, 3.60)  -0.443
C (5.90, -0.80, 3.96)  -0.126
C (0.00, -1.10, 3.69)  -0.909
H (1.51, 6.89, -0.43)  0.484
H (-9.91, -0.08, 1.24)  0.362
H (-2.22, -2.64, -3.86)  0.367
H (-2.25, 1.16, -3.66)  0.480
H (2.27, -3.87, 0.07)  0.244
H (-6.19, -1.29, 4.25)  0.506
H (1.65, 5.30, -4.64)  0.522
H (4.24, 2.22, -5.75)  0.358
H (-8.54, -1.46, 5.05)  0.408
H (2.42, 2.92, -3.98)  -0.065
H (4.13, 1.47, 2.80)  -0.157
H (-2.24, -4.99, -3.06)  0.360
H (4.04, -1.50, -0.79)  0.079
H (4.66, 3.17, 2.67)  0.275
H (4.65, 2.37, 4.26)  0.362
H (1.80, -2.17, 0.13)  0.122
H (-5.55, 0.13, -0.14)  0.163
H (0.41, -1.40, 4.65)  0.474
H (4.58, -4.50, -0.77)  0.335
H (1.95, -0.80, 2.81)  0.085
H (1.84, -4.54, -1.82)  0.379
H (5.42, -3.25, 0.17)  0.288
H (2.34, 0.69, -5.32)  0.338
H (0.13, 0.93, -2.94)  0.490
H (3.10, -2.76, 1.17)  0.346
H (6.08, 0.67, -2.21)  0.385
H (-0.19, -1.27, -3.64)  0.470
H (-7.62, 0.08, 0.47)  0.235
H (6.21, 2.19, -4.15)  0.383
H (-11.64, 0.52, 2.61)  0.338
H (-4.05, 0.66, -2.02)  0.329
H (5.57, -3.28, -1.60)  0.415
H (-11.77, -1.15, 2.02)  0.330
H (-0.17, -5.93, -2.06)  0.378
H (-12.61, -0.67, 3.51)  0.242
H (-2.07, -1.28, 4.24)  0.546

Properties
LUMO level	0.0949	Ha
strongest force on any atom	0.0199	hartree/bohr
E_tot	-4619.65638	hartree
energy above the lowest of the compared OMol25 structures with the same formula, charge and spin	8.2	kcal/mol
charge	-2
gap between HOMO and LUMO	4.627	eV

=====

(2)
This record from the Open Molecules 2025 dataset describes a molecular structure, C43H37F6N6O10P2S7Y. The level of theory is ωB97M-V/def2-TZVPD.

Each line ends with the Mulliken charge.
Cartesian coordinates (Å):
Y (-0.19, -0.16, -0.26)  -1.125
S (-2.35, -1.60, -0.68)  -0.323
S (-2.93, -3.49, -2.92)  -0.138
S (1.28, 2.40, -2.02)  1.106
S (-0.13, -4.30, -3.22)  -0.177
S (2.69, -1.49, 0.95)  0.254
S (0.86, -2.52, -1.04)  -0.712
S (0.47, 0.45, -3.76)  1.277
P (-3.02, -0.09, 2.27)  0.940
P (-1.30, -2.66, 2.17)  0.833
F (2.97, 0.62, -4.72)  -0.244
F (2.28, -1.41, -4.66)  -0.257
F (3.15, 4.12, -2.90)  -0.231
F (3.50, 3.26, -0.95)  -0.223
F (3.94, 2.13, -2.73)  -0.168
F (2.74, -0.38, -2.82)  0.033
O (-1.94, 0.42, 1.40)  0.781
O (1.89, -0.24, 1.01)  0.427
O (0.05, -0.33, -2.62)  -0.225
O (-1.67, 1.25, -1.65)  -0.413
O (-0.24, -1.72, 1.71)  1.373
O (0.68, 3.62, -1.55)  -0.732
O (-2.12, -5.35, -4.60)  -0.669
O (1.41, 1.35, -1.03)  -0.008
O (-2.48, 3.20, -1.25)  -0.916
O (-0.25, 0.34, -4.97)  -0.678
N (-0.93, 2.29, 0.06)  0.639
N (0.82, 1.96, -3.43)  -0.637
N (0.68, 1.97, 2.03)  -0.080
N (-1.72, 2.29, -0.98)  0.878
N (0.12, 3.22, 1.82)  -0.483
N (-1.20, 4.58, 0.48)  -0.330
C (-5.76, -0.47, 2.28)  -0.718
C (5.93, 0.53, -0.46)  -0.786
C (-2.59, -6.10, -0.56)  -0.653
C (-4.83, 0.31, 0.19)  -0.014
C (3.08, 3.00, -2.20)  0.467
C (0.36, -5.07, 5.72)  -0.652
C (4.35, -2.59, 2.90)  -0.621
C (-0.90, -5.35, 5.23)  -0.697
C (-0.46, -3.09, -1.99)  0.421
C (4.70, 0.25, 0.11)  -0.080
C (3.47, -1.57, 2.60)  0.310
C (-3.78, 2.82, 5.07)  -0.739
C (-3.58, -5.29, -0.02)  -0.701
C (6.24, -1.81, -0.94)  -0.987
C (-1.90, -3.97, 1.08)  0.603
C (-0.68, 3.39, 0.74)  0.045
C (-2.74, -1.79, 2.94)  -1.580
C (-7.19, -0.07, 0.40)  -0.547
C (-1.41, -4.64, 4.16)  -0.711
C (-0.91, -4.80, 0.56)  -0.788
C (-0.65, -3.63, 3.58)  0.244
C (3.60, -0.77, 4.85)  -0.622
C (1.12, -4.07, 5.14)  -0.466
C (0.61, -3.34, 4.07)  -0.009
C (-3.02, 0.97, 3.76)  0.223
C (5.01, -2.08, -0.38)  -0.206
C (-3.24, -4.23, 0.80)  0.128
C (2.21, -0.24, -4.04)  0.608
C (-1.26, -5.86, -0.27)  -0.790
C (6.71, -0.50, -0.97)  -0.550
C (-2.62, 2.78, 5.81)  -0.583
C (4.87, -2.70, 4.18)  -0.811
C (3.09, -0.67, 3.57)  -0.168
C (-1.84, 0.93, 4.50)  -0.472
C (-1.80, -4.55, -3.76)  0.675
C (-6.10, 0.30, -0.36)  -0.989
C (-7.02, -0.45, 1.72)  -0.847
C (-4.66, -0.09, 1.51)  0.947
C (-1.65, 1.83, 5.53)  -0.789
C (-1.76, -2.72, -1.85)  -0.225
C (-3.99, 1.92, 4.04)  -0.675
C (4.49, -1.79, 5.16)  -0.678
C (4.26, -1.05, 0.16)  0.442
H (-0.84, 5.43, 0.89)  0.186
H (-4.01, -3.57, 1.16)  0.016
H (-1.79, 4.63, -0.36)  0.208
H (0.59, 4.05, 2.19)  0.253
H (-4.62, -5.47, -0.26)  0.419
H (4.08, 1.04, 0.50)  0.257
H (-8.18, -0.06, -0.04)  0.412
H (-1.49, -6.14, 5.68)  0.420
H (-5.61, -0.78, 3.31)  0.481
H (-4.54, 3.56, 5.29)  0.426
H (-0.74, 1.79, 6.12)  0.474
H (0.75, -5.63, 6.55)  0.412
H (-3.65, -2.39, 2.84)  0.842
H (0.61, 1.68, 3.00)  0.254
H (0.12, -4.58, 0.77)  0.374
H (6.29, 1.54, -0.51)  0.473
H (1.18, -2.56, 3.60)  -0.009
H (1.62, 1.86, 1.65)  0.185
H (3.30, -0.06, 5.61)  0.459
H (6.84, -2.60, -1.36)  0.430
H (-3.97, 0.60, -0.39)  0.127
H (4.90, -1.87, 6.16)  0.410
H (4.63, -3.30, 2.13)  0.468
H (7.68, -0.29, -1.40)  0.404
H (-7.89, -0.72, 2.32)  0.430
H (-6.23, 0.59, -1.39)  0.493
H (-1.09, 0.20, 4.24)  0.465
H (-4.89, 1.95, 3.45)  0.465
H (4.61, -3.09, -0.37)  0.566
H (-2.39, -4.86, 3.76)  0.404
H (-2.86, -6.90, -1.24)  0.409
H (2.38, 0.10, 3.30)  0.218
H (5.56, -3.49, 4.42)  0.421
H (2.11, -3.84, 5.52)  0.434
H (-0.49, -6.48, -0.70)  0.436
H (-2.46, 3.50, 6.61)  0.395
H (-2.51, -1.71, 4.01)  0.752

Properties
LUMO level	-0.0086	Ha
strongest force on any atom	0.0414	hartree/bohr
E_tot	-6849.44498	hartree
energy above the lowest of the compared OMol25 structures with the same formula, charge and spin	35.4	kcal/mol
charge	0
gap between HOMO and LUMO	5.672	eV